Entry 1:
Below is an isolated molecule of C17H25N5O in a non-equilibrium geometry, with properties calculated with wB97M-V/def2-TZVPD.

Geometry (Å):
O  -1.94986  4.72880  4.38010
N  -2.07434  -1.83709  -3.33208
N  -0.08527  -0.88740  -1.50466
N  -1.71990  -0.01960  -0.16774
N  -2.85550  2.77711  3.91169
N  1.51101  -2.08272  -2.64127
C  2.57361  -1.07090  -2.73432
C  4.78646  -2.38442  -2.04692
C  -2.70638  1.00760  -0.07091
C  -0.63922  0.74973  1.86417
C  -0.81060  -2.16838  -3.43609
C  3.40557  -1.76944  -1.63924
C  -2.38564  -0.99551  -2.30217
C  -1.54061  1.99310  2.08575
C  -2.19393  2.27626  0.73187
C  -1.40858  -0.72001  -1.33322
C  -2.48413  1.60790  3.28482
C  -0.87522  3.29918  2.68420
C  0.11716  -1.73069  -2.48519
C  -1.91475  3.76047  3.78368
C  -1.15055  -0.48163  1.11663
C  3.39378  -0.96055  -0.30599
C  2.25917  -2.84077  -1.60088
H  -0.41147  -2.65657  -4.34286
H  -0.89850  4.01445  1.89564
H  -3.35135  1.04001  2.85353
H  5.00519  -3.24049  -1.37772
H  3.72582  -1.68860  0.46310
H  2.14400  -0.13147  -2.48330
H  -1.44071  2.83817  0.15534
H  -3.35651  -0.61665  -2.06378
H  4.18691  -0.18071  -0.40247
H  2.59931  -3.81036  -1.94066
H  -1.93743  -0.92155  1.69269
H  -3.41784  2.69132  4.78574
H  2.37880  -0.55674  -0.07437
H  -0.22502  0.41028  2.81792
H  2.91794  -1.08128  -3.76867
H  4.66285  -2.79403  -3.03141
H  -3.00438  2.99567  0.83615
H  -0.33917  -1.26616  0.91134
H  -1.78016  1.04548  3.90580
H  -3.51777  0.50506  0.42394
H  1.75231  -2.85578  -0.63467
H  0.15251  3.21801  3.13316
H  -2.97939  1.37873  -0.99303
H  5.69736  -1.72113  -2.28602
H  0.18441  1.13334  1.28242

Atoms 1-6, force components in eV/Å:
0.52 6.30 3.45
-1.34 1.98 0.44
-2.01 -1.64 0.15
1.34 -0.70 -0.22
-1.64 0.64 1.55
-0.44 -1.47 -0.62

As for the SMILES: CC1(C)CN(c2cncc(N3CCC4(CC3)CNC(=O)C4)n2)C1. The relative energy (zero: lowest compared OMol25 entry of this formula, charge and spin) comes out at 426.0 kJ/mol. The charge is 0. Its molar mass is 315.4 g mol⁻¹. The frontier orbital gap comes out at 0.3148 hartree.



Entry 2:
Below is an isolated molecule of C17H25N5O3 in a non-equilibrium geometry, with properties calculated with wB97M-V/def2-TZVPD.

Geometry (Å):
O  -1.07800  2.82307  0.06550
O  0.98674  2.50493  0.54948
O  1.95518  0.27965  -0.17782
N  -4.23058  -0.63346  0.14137
N  -0.11863  2.10210  0.26544
N  -5.53968  -0.85024  0.16278
N  -5.95424  1.47581  -0.09414
N  -7.67953  0.02023  -0.06216
C  0.72265  -0.21816  -0.03915
C  -8.27028  1.33004  -0.25999
C  6.94292  1.00859  1.50191
C  -0.90699  -2.01177  0.00804
C  0.39565  -1.57472  -0.11679
C  -6.41181  0.18814  -0.01253
C  5.53633  -0.53950  -0.85274
C  -3.65831  -2.99814  0.60670
C  3.04773  -0.58083  -0.43991
C  -1.96218  -1.11789  0.20871
C  -7.08180  2.31006  -0.46210
C  4.28810  0.29519  -0.57517
C  -1.64720  0.23552  0.27996
C  -0.34252  0.68505  0.16635
C  -3.35439  -1.55104  0.31884
C  7.64598  0.34541  0.32410
C  6.81146  0.30871  -0.95749
H  -8.86156  1.58962  0.62278
H  7.44299  -0.09577  -1.75142
H  3.17324  -1.29303  0.38712
H  -1.09983  -3.07001  -0.07398
H  7.62694  1.09822  2.34318
H  6.54446  1.32803  -1.24154
H  -4.60563  -3.09436  1.13560
H  -5.02032  1.67172  -0.41221
H  -7.01119  2.65643  -1.50032
H  6.60224  2.00536  1.23139
H  4.12440  1.00071  -1.39100
H  -5.95826  -1.76644  0.29893
H  -2.43321  0.95639  0.43851
H  -8.94281  1.29877  -1.12011
H  2.87356  -1.14408  -1.36724
H  5.66056  -1.28612  -0.06536
H  1.17391  -2.30287  -0.27965
H  4.39992  0.87313  0.34066
H  -3.72417  -3.57062  -0.31925
H  5.38344  -1.08081  -1.78959
H  8.56871  0.89126  0.11281
H  7.92575  -0.67488  0.59803
H  -7.14464  3.17991  0.19534
H  6.08672  0.42378  1.82703
H  -2.88181  -3.43111  1.23110

Atoms 1-6, force components in eV/Å:
-0.24 0.26 -0.09
0.15 0.13 0.14
-0.08 0.02 -0.01
0.74 0.27 -0.15
0.00 0.66 0.04
-0.34 -0.93 0.25

As for the SMILES: CCCCCCOc1ccc(/C(C)=N/NC2=NCCN2)cc1[N+](=O)[O-]. The relative energy (zero: lowest compared OMol25 entry of this formula, charge and spin) comes out at 621.7 kJ/mol. The charge is 0. Its molar mass is 347.4 g mol⁻¹. The frontier orbital gap comes out at 0.2799 hartree.



Entry 3:
Below is a cluster of 7 separate species, C17H25N7O14 in total in a non-equilibrium geometry, with properties calculated with wB97M-V/def2-TZVPD.

Geometry (Å):
O  1.57293  -2.97531  -2.10004
O  0.16701  -4.81427  0.46448
O  -5.41758  3.03266  -2.72280
O  4.00439  1.36761  -1.28302
O  0.35740  -0.08456  1.15954
O  1.26597  1.06115  -3.97113
O  -1.31742  -5.16294  1.98443
O  2.13770  -1.83989  -0.36464
O  -3.29649  -1.36867  5.51924
O  -3.92394  1.90636  -1.65960
O  1.03896  2.96853  -3.00832
O  -1.51016  0.88426  0.71561
O  5.10140  0.76099  0.46355
O  -4.24872  -1.24341  3.58684
N  2.37006  -2.64991  -1.24889
N  -0.41467  0.49250  0.40859
N  -0.55503  -4.45071  1.36840
N  -4.88196  2.65227  -1.70485
N  -3.36811  -0.96945  4.36872
N  1.64421  2.18442  -3.70647
N  4.22907  1.39398  -0.09095
C  2.94044  2.61927  -4.29167
C  5.03155  -5.14032  -1.93840
C  -2.29074  -0.06968  3.89653
C  -6.44951  4.03385  -0.41464
C  5.83320  -3.61205  -0.28399
C  3.87766  -4.38448  -2.05647
C  -4.86936  2.64343  0.76893
C  -5.43254  3.10770  -0.41134
C  -0.01927  0.57886  -1.02822
C  -5.35338  3.11301  1.97228
C  3.68596  -3.28449  -1.25402
C  3.42951  2.29984  0.74755
C  4.66829  -2.86834  -0.37724
C  -6.96886  4.46821  0.79699
C  5.98374  -4.79093  -0.98804
C  -0.50010  -2.99260  1.74671
C  -6.38364  4.04323  1.98169
H  6.57857  -3.32344  0.44655
H  -0.16725  -0.39022  -1.48682
H  -6.69038  4.47730  2.92555
H  -4.12960  1.85399  0.74406
H  -1.48308  -2.59176  1.51459
H  0.20923  -2.58187  1.03532
H  4.58988  -1.95298  0.18926
H  3.75809  3.31957  0.56157
H  3.15158  -4.70630  -2.79020
H  3.73052  2.08015  -3.77780
H  2.37579  2.20517  0.52721
H  -2.66591  0.46660  3.03569
H  -7.88177  5.04774  0.82543
H  -1.99038  0.57204  4.71940
H  3.02116  3.68299  -4.09727
H  -4.91652  2.84740  2.92478
H  0.98808  0.97102  -1.05724
H  5.11366  -6.06943  -2.48437
H  -1.39709  -0.64163  3.65529
H  3.60510  2.04680  1.78717
H  6.86420  -5.40475  -0.85073
H  -6.83959  4.40876  -1.35015
H  -0.67989  1.31334  -1.48113
H  2.93139  2.37879  -5.34692
H  -0.21372  -2.91941  2.78538

Atoms 1-6, force components in eV/Å:
-0.03 0.03 -0.08
0.07 -0.06 -0.07
-0.06 0.12 -0.05
-0.21 0.03 -0.16
-0.10 0.55 0.14
0.09 0.03 0.07

As for the SMILES: O=[N+]([O-])c1ccccc1.O=[N+]([O-])c1ccccc1.C[N+](=O)[O-].C[N+](=O)[O-].C[N+](=O)[O-].C[N+](=O)[O-].C[N+](=O)[O-]. The charge is 0. Its molar mass is 551.4 g mol⁻¹. The frontier orbital gap comes out at 0.3536 hartree.